[1]
{"formula": "C20H21N3O4", "method": "the ωB97M-V functional and the def2-TZVPD basis", "homo_lumo_gap_ev": 8.38, "charge": 0, "relative_energy_kj_mol": 541.8, "energy_ev": -33737.753, "smiles": "N[C@@H](Cc1ccc(O)cc1)C(=O)N[C@@H](Cc1c[nH]c2ccccc12)C(=O)O", "species": ["N", "C", "C", "C", "C", "C", "C", "O", "C", "C", "C", "O", "N", "C", "C", "C", "C", "N", "C", "C", "C", "C", "C", "C", "C", "O", "O", "H", "H", "H", "H", "H", "H", "H", "H", "H", "H", "H", "H", "H", "H", "H", "H", "H", "H", "H", "H", "H"], "coordinates": [[5.306, -0.107, 0.590], [4.148, 0.021, -0.385], [4.109, -1.197, -1.351], [2.756, -1.361, -2.073], [1.745, -2.236, -1.835], [0.573, -2.470, -2.526], [0.315, -1.515, -3.529], [-0.818, -1.466, -4.284], [1.315, -0.604, -4.055], [2.517, -0.670, -3.407], [2.879, 0.131, 0.413], [3.094, -0.324, 1.581], [1.734, 0.417, -0.189], [0.486, 0.389, 0.550], [-0.575, 1.455, 0.273], [-1.593, 1.693, 1.361], [-1.381, 2.640, 2.266], [-2.473, 2.917, 3.099], [-3.504, 2.012, 2.610], [-4.862, 1.862, 2.984], [-5.677, 1.091, 2.108], [-5.141, 0.294, 1.104], [-3.695, 0.262, 0.826], [-2.971, 1.194, 1.556], [-0.102, -0.946, 0.761], [-1.304, -1.123, 0.385], [0.689, -1.828, 1.387], [5.491, 0.723, 1.233], [5.055, -0.920, 1.221], [4.120, 0.968, -1.001], [4.916, -1.282, -2.118], [4.283, -2.135, -0.758], [1.804, -2.786, -0.820], [-0.176, -3.166, -2.108], [-1.774, -1.569, -3.634], [1.132, -0.116, -5.098], [3.408, -0.154, -3.688], [1.847, 0.763, -1.184], [0.780, 0.652, 1.652], [-0.109, 2.436, -0.114], [-0.975, 1.190, -0.678], [-0.410, 3.115, 2.188], [-2.758, 3.678, 3.695], [-5.348, 2.485, 3.692], [-6.829, 1.052, 2.258], [-5.909, -0.354, 0.622], [-3.308, -0.354, -0.018], [1.466, -1.166, 1.685]]}

***

[2]
{"formula": "C20H21N4O5RuS2Te", "method": "the ωB97M-V functional and the def2-TZVPD basis", "homo_lumo_gap_ev": [6.35, 6.38], "charge": 0, "relative_energy_kj_mol": 10.7, "energy_ev": -68824.082, "multiplicity": 2, "species": ["Ru", "O", "C", "O", "C", "C", "C", "C", "C", "O", "C", "C", "O", "O", "H", "H", "H", "H", "H", "H", "H", "H", "C", "C", "N", "N", "C", "N", "S", "C", "C", "C", "C", "C", "N", "H", "H", "H", "H", "H", "H", "H", "H", "H", "H", "Te", "C", "C", "C", "C", "S", "H", "H", "H"], "coordinates": [[-0.083, -0.005, -0.487], [-1.126, -1.646, 3.075], [-1.342, -1.146, 1.990], [-0.639, -0.170, 1.492], [-2.542, -1.604, 1.156], [-3.070, -0.457, 0.300], [-4.421, -0.797, -0.320], [-4.024, -1.810, -1.422], [-2.515, -1.901, -1.228], [-2.190, -0.524, -0.864], [-2.179, -2.669, 0.063], [-0.699, -3.059, 0.072], [-0.328, -4.160, 0.433], [0.068, -2.145, -0.425], [-3.290, -1.990, 1.845], [-2.983, 0.530, 0.745], [-4.879, 0.093, -0.748], [-5.100, -1.213, 0.422], [-4.259, -1.426, -2.413], [-4.499, -2.782, -1.306], [-1.933, -2.183, -2.099], [-2.776, -3.571, 0.174], [3.536, -2.192, 0.776], [2.763, -0.994, 0.335], [2.252, -0.849, -0.816], [2.387, -1.758, -1.798], [1.511, -1.642, -2.820], [1.642, -2.524, -3.821], [0.369, -0.407, -2.880], [2.415, 0.154, 1.201], [3.042, 0.390, 2.408], [2.629, 1.457, 3.191], [1.595, 2.244, 2.737], [1.008, 1.942, 1.519], [1.413, 0.938, 0.741], [2.898, -3.073, 0.649], [3.813, -2.141, 1.824], [4.447, -2.318, 0.186], [2.863, -2.636, -1.625], [2.226, -3.338, -3.731], [0.916, -2.546, -4.516], [3.842, -0.256, 2.737], [3.101, 1.652, 4.144], [1.213, 3.076, 3.311], [0.163, 2.508, 1.162], [-1.028, 2.282, -1.451], [0.008, 4.016, -0.852], [-0.609, 5.219, -0.640], [0.296, 6.276, -0.353], [1.594, 5.866, -0.352], [1.714, 4.198, -0.722], [-1.681, 5.345, -0.691], [-0.008, 7.293, -0.149], [2.478, 6.451, -0.157]]}

***

[3]
{"formula": "C20H21N5O2S", "method": "the ωB97M-V functional and the def2-TZVPD basis", "homo_lumo_gap_ev": 8.26, "charge": 0, "relative_energy_kj_mol": 170.8, "energy_ev": -43461.494, "smiles": "COCCCNC(=S)NNC(=O)c1cc(-c2ccncc2)nc2ccccc12", "species": ["C", "O", "C", "C", "C", "N", "C", "S", "N", "N", "C", "O", "C", "C", "C", "C", "C", "C", "N", "C", "C", "N", "C", "C", "C", "C", "C", "C", "H", "H", "H", "H", "H", "H", "H", "H", "H", "H", "H", "H", "H", "H", "H", "H", "H", "H", "H", "H", "H"], "coordinates": [[2.201, 6.190, -0.443], [3.474, 6.188, 0.157], [4.020, 4.911, 0.373], [3.359, 4.146, 1.528], [4.132, 2.871, 1.877], [4.211, 1.937, 0.776], [3.176, 1.251, 0.248], [3.336, 0.439, -1.192], [1.985, 1.275, 0.893], [0.982, 0.407, 0.476], [0.119, -0.067, 1.413], [0.171, 0.344, 2.561], [-0.871, -1.033, 0.873], [-1.372, -0.862, -0.396], [-2.334, -1.768, -0.896], [-2.895, -1.614, -2.247], [-4.172, -2.103, -2.524], [-4.682, -1.944, -3.800], [-4.021, -1.353, -4.782], [-2.806, -0.902, -4.525], [-2.195, -1.003, -3.285], [-2.783, -2.775, -0.185], [-2.311, -2.975, 1.055], [-2.811, -4.074, 1.785], [-2.363, -4.322, 3.051], [-1.400, -3.488, 3.640], [-0.893, -2.415, 2.960], [-1.336, -2.125, 1.655], [2.194, 5.585, -1.357], [1.425, 5.820, 0.235], [1.986, 7.227, -0.696], [5.073, 5.092, 0.609], [3.960, 4.315, -0.551], [2.334, 3.887, 1.257], [3.328, 4.795, 2.404], [3.661, 2.378, 2.734], [5.156, 3.124, 2.159], [5.010, 2.006, 0.164], [1.898, 1.466, 1.889], [1.216, -0.043, -0.410], [-1.076, -0.013, -0.993], [-4.734, -2.590, -1.744], [-5.670, -2.304, -4.055], [-2.295, -0.436, -5.358], [-1.190, -0.635, -3.148], [-3.548, -4.701, 1.306], [-2.746, -5.165, 3.608], [-1.058, -3.701, 4.642], [-0.162, -1.769, 3.421]]}

***

[4]
{"formula": "C20H21N5O3Os", "method": "the ωB97M-V functional and the def2-TZVPD basis", "homo_lumo_gap_ev": [5.63, 4.32], "charge": 4, "relative_energy_kj_mol": 0.0, "energy_ev": -37091.865, "multiplicity": 5, "species": ["N", "C", "C", "H", "H", "H", "N", "C", "C", "H", "H", "H", "N", "C", "C", "H", "H", "H", "Os", "C", "O", "C", "O", "C", "C", "C", "C", "C", "C", "H", "H", "H", "H", "H", "H", "N", "C", "O", "C", "C", "C", "N", "C", "C", "H", "H", "H", "H", "H", "H"], "coordinates": [[-0.100, 2.360, -0.521], [0.330, 3.428, -0.706], [0.803, 4.794, -0.735], [-0.065, 5.458, -0.772], [1.437, 4.980, -1.611], [1.378, 5.007, 0.177], [2.975, -2.004, -1.066], [3.897, -2.608, -1.372], [5.085, -3.392, -1.686], [5.666, -2.907, -2.493], [4.815, -4.387, -2.071], [5.722, -3.521, -0.812], [-2.250, -1.021, -0.513], [-3.064, -1.834, -0.697], [-4.149, -2.785, -0.726], [-3.956, -3.609, -0.024], [-4.288, -3.197, -1.730], [-5.064, -2.266, -0.427], [0.854, -0.619, -1.481], [0.418, -1.982, -0.192], [0.186, -2.805, 0.594], [1.932, 0.333, -0.188], [2.604, 0.879, 0.585], [1.204, 0.827, -3.009], [-0.190, 0.880, -2.910], [-0.936, -0.280, -2.899], [-0.312, -1.525, -3.018], [1.028, -1.557, -3.428], [1.790, -0.379, -3.417], [1.794, 1.715, -2.791], [-0.689, 1.826, -2.724], [-2.001, -0.220, -2.693], [-0.881, -2.429, -2.814], [1.483, -2.494, -3.657], [2.834, -0.408, -3.638], [-1.807, 2.414, 5.764], [-2.401, 1.353, 5.135], [-3.397, 0.762, 5.547], [-1.701, 1.026, 3.842], [-0.687, 1.816, 3.262], [0.016, 1.312, 2.156], [-0.109, 0.051, 1.729], [-1.194, -0.605, 2.132], [-1.968, -0.208, 3.238], [-2.128, 2.649, 6.676], [-0.878, 2.719, 5.525], [-0.445, 2.827, 3.594], [0.699, 1.975, 1.647], [-1.515, -1.492, 1.614], [-2.770, -0.858, 3.601]]}